P) Density functional theory data (wB97M-V/def2-TZVPD) for a gas-phase ion, C4H8N3 (charge +1).

HOMO (spin up / spin down): -12.5671 / -12.7814 eV
LUMO (spin up / spin down): -0.2321 / -0.2308 hartree

ORCA input file:
```
! wB97M-V def2-TZVPD RIJCOSX def2/J DEFGRID3
* xyz 1 1
C -0.62 -0.77 -0.03
C 1.71 0.13 0.02
C 3.02 0.74 0.11
C -2.92 0.02 0.11
N -1.08 1.45 0.09
N 0.74 -0.71 -0.08
N -1.47 0.32 0.02
H -0.85 -1.72 -0.51
H 3.56 0.22 0.87
H 3.39 0.52 -0.91
H 2.89 1.78 0.44
H -3.39 0.73 -0.42
H -3.07 -0.89 -0.46
H -3.08 -0.14 1.15
H 1.17 -1.66 -0.41
*
```

Results of the natural (NBO) charge analysis, in e, for atoms 1 through 2: C 0.03; C 0.53


Q) Density functional theory data (wB97M-V/def2-TZVPD) for a gas-phase ion, C4H8N3 (charge +1).

HOMO (spin up / spin down): -13.0508 / -13.0505 eV
LUMO (spin up / spin down): -0.1779 / -0.1779 hartree

ORCA input file:
```
! wB97M-V def2-TZVPD RIJCOSX def2/J DEFGRID3
* xyz 1 1
C 1.81 -1.66 -0.64
N 1.95 -0.57 -0.05
N 2.08 0.64 0.23
C 1.10 1.42 0.50
N -0.21 1.12 0.47
C -0.78 0.07 0.01
C -2.24 -0.02 0.10
H 1.89 -2.62 -0.28
H 1.88 -1.59 -1.76
H 1.35 2.40 0.85
H -1.01 1.70 0.90
H -0.23 -0.72 -0.39
H -2.37 -0.11 -0.97
H -2.77 0.92 0.43
H -2.46 -0.98 0.61
*
```

Results of the natural (NBO) charge analysis, in e, for atoms 1 through 2: C -0.08; N -0.12


It is Q) that is the most stable of them.


P) Density functional theory data (wB97M-V/def2-TZVPD) for a gas-phase ion, C4H8N3 (charge +1).

HOMO: -15.0250 eV
LUMO: -0.1914 hartree

ORCA input file:
```
! wB97M-V def2-TZVPD RIJCOSX def2/J DEFGRID3
* xyz 1 1
C -0.84 -0.17 -0.28
C 1.76 0.92 0.48
C 1.23 -0.50 0.56
C -2.00 -0.43 -1.18
N -1.08 0.71 0.58
N 0.26 -0.92 -0.37
N 0.71 0.58 1.42
H 2.67 1.33 0.97
H 1.18 1.49 -0.24
H 1.87 -1.22 1.07
H -1.83 -1.39 -1.59
H -2.13 0.33 -1.93
H -2.93 -0.34 -0.67
H 0.62 -1.17 -1.22
H 0.51 0.77 2.39
*
```

Results of the natural (NBO) charge analysis, in e, for atoms 1 through 2: C 0.37; C -0.25


Q) Density functional theory data (wB97M-V/def2-TZVPD) for a gas-phase ion, C4H8N3 (charge +1).

HOMO (spin up / spin down): -13.4114 / -14.3004 eV
LUMO (spin up / spin down): -0.1860 / -0.2150 hartree

ORCA input file:
```
! wB97M-V def2-TZVPD RIJCOSX def2/J DEFGRID3
* xyz 1 1
C 0.86 -0.38 -0.18
C 3.21 0.35 0.03
C -1.46 -0.76 0.21
C -1.91 0.62 -0.28
N 1.99 -0.05 0.07
N -0.17 -1.14 -0.30
N -0.86 1.52 -0.03
H 3.75 0.13 -0.93
H 3.79 0.74 0.83
H -1.30 -0.61 1.27
H -2.25 -1.42 0.02
H -2.14 0.64 -1.40
H -2.69 0.87 0.27
H -0.01 -2.18 -0.53
H -0.82 1.68 0.95
*
```

Results of the natural (NBO) charge analysis, in e, for atoms 1 through 2: C 0.69; C 0.00


It is P) that is the most stable of them.


P) Density functional theory data (wB97M-V/def2-TZVPD) for C2H3NO3S in the gas phase.

HOMO: -8.8458 eV
LUMO: -0.0059 hartree

ORCA input file:
```
! wB97M-V def2-TZVPD RIJCOSX def2/J DEFGRID3
* xyz 0 1
O 0.73 1.37 -0.67
C -0.28 0.98 -0.11
O -1.09 1.77 0.53
C -0.59 -0.53 -0.12
S -2.16 -0.91 -0.21
N 0.37 -1.39 0.03
O 1.70 -1.12 0.24
H -0.73 2.73 0.33
H 0.05 -2.36 0.53
H 2.02 -0.55 -0.54
*
```

Results of the natural (NBO) charge analysis, in e, for atoms 1 through 2: O -0.62; C 0.75


Q) Density functional theory data (wB97M-V/def2-TZVPD) for a molecular structure, C2H3NO3S.

HOMO: -8.8563 eV
LUMO: -0.0647 hartree

ORCA input file:
```
! wB97M-V def2-TZVPD RIJCOSX def2/J DEFGRID3
* xyz 0 1
C -0.19 1.35 -1.25
C 0.28 1.08 -0.06
N -1.12 -1.46 0.08
O -0.43 0.26 -1.88
O -1.22 -1.91 1.23
O 1.22 -0.98 1.12
S 0.41 -0.74 -0.26
H -0.20 2.31 -1.60
H 0.40 1.57 0.84
H 0.86 -1.47 1.79
*
```

Results of the natural (NBO) charge analysis, in e, for atoms 1 through 2: C 0.22; C -0.55


R) Density functional theory data (wB97M-V/def2-TZVPD) for 2 unconnected molecules or ions with the total composition C2H3NO3S.

HOMO (spin up / spin down): -10.0790 / -10.0813 eV
LUMO (spin up / spin down): -0.1099 / -0.1099 hartree

ORCA input file:
```
! wB97M-V def2-TZVPD RIJCOSX def2/J DEFGRID3
* xyz 0 1
C 1.76 -0.82 0.13
C -0.82 1.16 0.75
N 1.09 0.24 -0.40
O 2.89 -1.20 -0.13
O -3.26 0.27 -0.50
O -1.63 -1.35 0.07
S -1.92 0.01 -0.09
H 1.17 -1.53 0.63
H -0.94 2.19 0.24
H 1.65 1.03 -0.71
*
```

Results of the natural (NBO) charge analysis, in e, for atoms 1 through 2: C 0.48; C -0.41


It is P) that is the most stable of them.